Entry 1:
Below is 2 unconnected molecules or ions with the total composition C2H8NO2 at a distorted geometry, with properties calculated with the ωB97M-V functional and the def2-TZVPD basis.

Bonds (Å) are listed after each position.
Atoms and positions in Å:
1 O -0.60 0.94 2.63  H7 0.961, H11 0.972
2 O 0.49 0.47 -2.01  C4 1.323
3 N -0.31 -0.57 0.02  C4 1.494, C5 1.472, H8 1.011
4 C -0.44 0.44 -1.07  O2 1.323, N3 1.494, H6 1.103, H9 1.099
5 C 0.96 -1.30 -0.01  N3 1.472, H10 1.106, H12 1.087, H13 1.081
6 H -1.41 0.24 -1.57  C4 1.103
7 H -0.44 1.60 1.95  O1 0.961
8 H -1.08 -1.22 -0.10  N3 1.011
9 H -0.52 1.42 -0.58  C4 1.099
10 H 1.30 -1.53 -1.03  C5 1.106
11 H -0.65 0.13 2.09  O1 0.972
12 H 1.73 -0.69 0.46  C5 1.087
13 H 0.87 -2.22 0.56  C5 1.081

Calculated values
spin multiplicity = 2
⟨S²⟩ = 0.755
LUMO (alpha / beta) = 0.0262 / -0.0729 Eh

Entry 2:
Below is 2 unconnected molecules or ions with the total composition C2H8NO2 at a distorted geometry, with properties calculated with the ωB97M-V functional and the def2-TZVPD basis.

Bonds (Å) are listed after each position.
Atoms and positions in Å:
1 O 0.93 1.59 -1.82  C4 1.254, H11 0.992
2 O 0.45 -0.21 -0.73  C4 1.221
3 N -0.25 -0.86 2.04  C5 1.498, H8 1.022, H10 1.080, H13 0.956
4 C 0.86 0.34 -1.74  O1 1.254, O2 1.221, H9 1.180
5 C -1.72 -0.69 1.80  N3 1.498, H6 1.074, H7 1.071, H12 1.090
6 H -1.70 -0.10 0.90  C5 1.074
7 H -2.22 -1.59 1.50  C5 1.071
8 H -0.14 -1.27 2.97  N3 1.022
9 H 0.84 -0.37 -2.68  C4 1.180
10 H 0.09 -1.39 1.16  N3 1.080
11 H 1.30 1.99 -2.65  O1 0.992
12 H -2.42 -0.27 2.52  C5 1.090
13 H 0.12 0.02 1.99  N3 0.956

Calculated values
spin multiplicity = 1
net charge = +1
LUMO = -0.1213 Eh

Entry 3:
Below is 2 unconnected molecules or ions with the total composition C2H8NO2 at a distorted geometry, with properties calculated with the ωB97M-V functional and the def2-TZVPD basis.

Bonds (Å) are listed after each position.
Atoms and positions in Å:
1 O 1.71 -0.10 -0.14  C4 1.215
2 O 1.85 -1.70 1.47  C4 1.343, H11 0.982
3 N -0.96 0.83 0.36  C5 1.466, H6 1.016, H8 1.047, H12 1.026
4 C 1.74 -1.27 0.20  O1 1.215, O2 1.343, H7 1.101
5 C -1.53 0.87 -0.99  N3 1.466, H9 1.091, H10 1.088, H13 1.088
6 H -0.92 1.73 0.82  N3 1.016
7 H 1.69 -1.97 -0.65  C4 1.101
8 H 0.04 0.52 0.32  N3 1.047
9 H -2.62 0.86 -0.91  C5 1.091
10 H -1.23 0.00 -1.58  C5 1.088
11 H 2.82 -1.68 1.62  O2 0.982
12 H -1.28 0.17 1.08  N3 1.026
13 H -1.32 1.74 -1.61  C5 1.088

Calculated values
spin multiplicity = 1
net charge = +1
LUMO = -0.1302 Eh

Entry 4:
Below is 2 unconnected molecules or ions with the total composition C2H8NO2P at a distorted geometry, with properties calculated with the ωB97M-V functional and the def2-TZVPD basis.

Bonds (Å) are listed after each position.
Atoms and positions in Å:
1 P -0.51 0.09 0.38  O3 1.472, N4 1.693, C6 1.843
2 O -2.86 0.94 -0.30  N4 1.408, H12 1.050
3 O -1.21 -0.07 1.66  P1 1.472
4 N -1.69 0.33 -0.81  P1 1.693, O2 1.408, H8 0.988
5 C 2.49 1.12 0.45  H7 1.062, H10 1.028, H14 1.078
6 C 0.02 -1.58 -0.21  P1 1.843, H9 1.067, H11 1.161, H13 1.106
7 H 1.83 1.92 0.70  C5 1.062
8 H -1.47 0.83 -1.64  N4 0.988
9 H 0.91 -1.90 0.29  C6 1.067
10 H 3.02 0.55 1.12  C5 1.028
11 H -0.77 -2.40 -0.41  C6 1.161
12 H -2.86 0.46 0.63  O2 1.050
13 H 0.33 -1.38 -1.25  C6 1.106
14 H 2.75 1.11 -0.60  C5 1.078

Calculated values
spin multiplicity = 1
LUMO (alpha / beta) = -0.0465 / -0.0074 Eh

Entry 5:
Below is 2 unconnected molecules or ions with the total composition C2H8NO2P at a distorted geometry, with properties calculated with the ωB97M-V functional and the def2-TZVPD basis.

Bonds (Å) are listed after each position.
Atoms and positions in Å:
1 P -0.75 0.51 -0.63  O2 1.680, O3 1.477, C6 1.905
2 O -1.67 0.53 -2.04  P1 1.680, H9 0.941
3 O -1.11 1.68 0.19  P1 1.477
4 N 1.94 0.43 0.87  C5 1.339, H7 0.977, H12 1.013
5 C 1.80 -0.33 -0.22  N4 1.339, H8 1.141, H14 1.109
6 C -1.35 -0.98 0.39  P1 1.905, H10 1.033, H11 1.081, H13 1.089
7 H 1.90 1.39 0.74  N4 0.977
8 H 1.58 -1.42 0.04  C5 1.141
9 H -1.84 1.45 -1.92  O2 0.941
10 H -2.01 -0.50 1.02  C6 1.033
11 H -1.71 -1.92 0.00  C6 1.081
12 H 1.39 0.23 1.70  N4 1.013
13 H -0.45 -1.11 1.00  C6 1.089
14 H 2.27 0.05 -1.14  C5 1.109

Calculated values
spin multiplicity = 1
LUMO (alpha / beta) = -0.0053 / -0.0048 Eh

Entry 6:
Below is C2H8NO2PS in the gas phase at a distorted geometry, with properties calculated with the ωB97M-V functional and the def2-TZVPD basis.

Bonds (Å) are listed after each position.
Atoms and positions in Å:
1 S -0.50 -0.04 -0.75  O3 1.434, O4 1.484, N5 1.638, C7 1.861
2 P 0.94 -2.02 0.88  N5 1.697, H9 1.451, H11 1.304
3 O -1.88 0.30 -0.54  S1 1.434
4 O -0.33 -1.09 -1.79  S1 1.484
5 N -0.02 -0.64 0.70  S1 1.638, P2 1.697, C6 1.507
6 C -0.46 0.34 1.77  N5 1.507, H8 1.034, H10 1.130, H12 1.060
7 C 0.48 1.38 -1.44  S1 1.861, H13 1.027, H14 1.058, H15 1.158
8 H -0.30 0.00 2.73  C6 1.034
9 H 1.53 -1.80 -0.42  P2 1.451
10 H -1.56 0.26 1.55  C6 1.130
11 H 0.00 -2.82 0.45  P2 1.304
12 H 0.08 1.24 1.66  C6 1.060
13 H 0.22 2.21 -0.90  C7 1.027
14 H 0.16 1.37 -2.45  C7 1.058
15 H 1.63 1.31 -1.44  C7 1.158

Calculated values
spin multiplicity = 1
LUMO = 0.0221 Eh
SMILES string = CN(P)S(C)(=O)=O

Entry 7:
Below is 2 unconnected molecules or ions with the total composition C2H8NO3 at a distorted geometry, with properties calculated with the ωB97M-V functional and the def2-TZVPD basis.

Bonds (Å) are listed after each position.
Atoms and positions in Å:
1 O 5.81 1.15 -1.70  H10 0.970, H14 0.985
2 O -2.23 -0.55 -0.67  C6 1.207
3 O -1.22 1.43 -0.28  C6 1.307, H7 0.960
4 N -1.48 -1.75 1.51  C5 1.554, H8 1.032, H11 1.018, H13 1.002
5 C -0.83 -0.38 1.19  N4 1.554, C6 1.504, H9 1.087, H12 1.089
6 C -1.49 0.17 -0.04  O2 1.207, O3 1.307, C5 1.504
7 H -1.67 1.73 -1.07  O3 0.960
8 H -2.40 -1.70 1.05  N4 1.032
9 H -1.04 0.20 2.08  C5 1.087
10 H 6.66 1.62 -1.74  O1 0.970
11 H -1.77 -1.69 2.49  N4 1.018
12 H 0.20 -0.69 1.01  C5 1.089
13 H -0.95 -2.56 1.28  N4 1.002
14 H 6.01 0.30 -1.25  O1 0.985

Calculated values
spin multiplicity = 1
net charge = +1
LUMO = -0.1454 Eh

Entry 8:
Below is 2 unconnected molecules or ions with the total composition C2H8NOP at a distorted geometry, with properties calculated with the ωB97M-V functional and the def2-TZVPD basis.

Bonds (Å) are listed after each position.
Atoms and positions in Å:
1 P 0.77 0.67 -0.60  N3 1.698, C5 1.829
2 O 1.76 -1.54 0.00  H6 1.015
3 N 1.67 1.60 0.52  P1 1.698, H10 1.004, H12 1.013
4 C -1.66 -0.48 -0.53  C5 1.487, H7 1.169, H8 1.193, H11 1.008
5 C -0.75 0.30 0.35  P1 1.829, C4 1.487, H9 1.083, H13 1.062
6 H 1.29 -2.18 -0.64  O2 1.015
7 H -1.19 -1.52 -0.81  C4 1.169
8 H -2.74 -0.66 -0.07  C4 1.193
9 H -0.44 -0.30 1.20  C5 1.083
10 H 1.70 1.05 1.36  N3 1.004
11 H -1.71 -0.02 -1.42  C4 1.008
12 H 2.57 1.88 0.16  N3 1.013
13 H -1.28 1.21 0.49  C5 1.062

Calculated values
spin multiplicity = 1
LUMO (alpha / beta) = -0.0113 / -0.0113 Eh

Entry 9:
Below is C2H8NOPS2 in the gas phase at a distorted geometry, with properties calculated with the ωB97M-V functional and the def2-TZVPD basis.

Bonds (Å) are listed after each position.
Atoms and positions in Å:
1 S -1.89 -0.35 -0.87  S2 2.000, P3 2.509, C7 1.932
2 S -3.38 -0.13 0.45  S1 2.000
3 P -0.11 1.35 -0.40  S1 2.509, O4 1.618, N5 1.641
4 O 1.06 0.42 0.23  P3 1.618, C6 1.413
5 N -0.55 2.09 1.00  P3 1.641, H12 0.984, H15 1.017
6 C 2.27 0.08 -0.42  O4 1.413, H8 1.075, H11 1.047, H13 0.988
7 C -0.93 -1.94 -0.35  S1 1.932, H9 1.073, H10 1.182, H14 1.057
8 H 2.04 0.17 -1.46  C6 1.075
9 H -0.05 -1.81 -0.95  C7 1.073
10 H -0.88 -1.75 0.81  C7 1.182
11 H 2.91 0.89 -0.23  C6 1.047
12 H -1.41 2.54 1.13  N5 0.984
13 H 2.54 -0.79 -0.03  C6 0.988
14 H -1.67 -2.63 -0.69  C7 1.057
15 H 0.05 1.88 1.79  N5 1.017

Calculated values
spin multiplicity = 1
LUMO = 0.0168 Eh
SMILES string = COP(N)#S(C)=S